ORCA calculation (ωB97M-V/def2-TZVPD) on a 14-piece molecular cluster, C73H100FNO29P2 overall.

Structure (XYZ):
```
206
Properties=species:S:1:pos:R:3:lowdin_charge:R:1
C -0.614 1.463 1.822 -0.0336
C -0.299 0.344 0.873 -0.4034
C -1.086 -0.894 1.348 -0.1039
C -1.211 -2.043 0.334 -0.1351
C -1.775 -1.586 -1.000 -0.0935
C -1.125 -0.294 -1.588 -0.3940
N -0.883 0.710 -0.476 0.1152
O -0.536 1.886 -0.756 0.2044
C -2.037 0.377 -2.553 -0.0181
C 0.218 -0.662 -2.224 0.0249
C 1.233 0.099 0.910 0.0309
H -1.686 1.609 1.957 0.0678
H -0.191 2.417 1.499 0.0968
H -0.213 1.395 2.834 0.0868
H -2.101 -0.561 1.584 0.1141
H -0.717 -1.331 2.276 0.1192
H -1.947 -2.741 0.736 0.1119
H -0.256 -2.575 0.309 0.0935
H -2.862 -1.522 -0.928 0.1057
H -1.640 -2.418 -1.696 0.1172
H -2.952 0.819 -2.157 0.0792
H -2.433 -0.320 -3.300 0.1046
H -1.648 1.178 -3.185 0.0847
H 0.117 -1.318 -3.086 0.1008
H 0.931 -1.064 -1.507 0.0658
H 0.643 0.279 -2.587 0.0854
H 1.578 0.171 1.939 0.0734
H 1.818 0.687 0.204 0.0905
H 1.353 -0.951 0.627 0.0725
F -3.084 3.777 1.844 -0.4839
C 4.110 2.954 3.188 -0.0089
C 2.924 2.446 3.703 -0.0118
C 2.910 1.905 4.975 -0.3303
C 4.124 1.680 5.630 -0.0102
C 5.314 2.208 5.132 -0.0215
C 5.324 2.789 3.876 -0.3345
O 6.526 3.112 3.271 0.0268
O 1.715 1.501 5.472 0.0287
H 4.100 3.510 2.260 0.0993
H 2.047 2.466 3.070 0.1109
H 4.112 1.111 6.552 0.1139
H 6.219 2.039 5.700 0.1182
H 7.039 3.698 3.836 0.1043
H 1.773 1.356 6.422 0.1136
C 2.725 3.534 -1.270 -0.0143
C 3.633 4.392 -0.666 -0.0013
C 4.627 4.953 -1.481 -0.3390
C 4.687 4.683 -2.838 -0.0232
C 3.797 3.770 -3.389 -0.0132
C 2.754 3.256 -2.628 -0.3385
O 1.875 2.369 -3.136 0.0153
O 5.650 5.650 -0.882 0.0204
H 2.035 2.948 -0.673 0.1003
H 3.730 4.499 0.404 0.0994
H 5.467 5.077 -3.476 0.1155
H 3.881 3.428 -4.414 0.1138
H 1.919 2.340 -4.115 0.0338
H 5.938 6.459 -1.308 0.1015
C -4.602 -0.024 3.980 -0.0001
C -3.510 0.740 4.389 0.0176
C -2.342 0.088 4.847 -0.3185
C -2.255 -1.274 4.812 -0.0111
C -3.334 -2.045 4.337 -0.0024
C -4.506 -1.417 3.976 -0.3235
O -5.552 -2.216 3.526 0.0046
O -1.295 0.905 5.087 0.0294
H -5.494 0.407 3.538 0.1227
H -3.600 1.813 4.282 0.1194
H -1.345 -1.804 5.062 0.1018
H -3.249 -3.123 4.348 0.1123
H -6.291 -1.702 3.880 0.1228
H -1.490 1.845 5.027 0.0694
C -3.921 -3.939 -4.203 -0.0251
C -5.078 -4.713 -4.456 -0.0078
C -4.931 -5.821 -5.282 -0.3307
C -3.705 -6.284 -5.722 -0.0057
C -2.580 -5.509 -5.464 -0.0199
C -2.707 -4.331 -4.755 -0.3474
O -1.602 -3.543 -4.605 0.0225
O -6.015 -6.604 -5.582 0.0406
H -3.859 -3.045 -3.595 0.1123
H -5.996 -4.508 -3.923 0.1171
H -3.652 -7.156 -6.358 0.1222
H -1.617 -5.820 -5.852 0.1185
H -0.943 -3.823 -5.246 0.0952
H -6.812 -6.304 -5.136 0.1025
C -3.774 -5.490 -1.185 0.0023
C -4.519 -4.394 -0.746 -0.0172
C -4.624 -4.017 0.592 -0.3366
C -3.949 -4.792 1.526 -0.0134
C -3.170 -5.843 1.113 -0.0074
C -3.037 -6.185 -0.230 -0.3186
O -2.231 -7.232 -0.554 0.0087
O -5.192 -2.853 0.939 0.0453
H -3.688 -5.603 -2.258 0.0927
H -5.070 -3.785 -1.453 0.1050
H -4.014 -4.560 2.582 0.1076
H -2.605 -6.476 1.786 0.1255
H -2.404 -7.625 -1.414 0.1249
H -5.126 -2.610 1.878 0.0599
C -7.019 2.679 -0.159 -0.0023
C -5.812 2.475 0.494 -0.0238
C -5.026 1.350 0.278 -0.3330
C -5.526 0.204 -0.347 -0.0097
C -6.718 0.380 -1.015 -0.0191
C -7.412 1.583 -0.919 -0.3219
O -8.526 1.698 -1.753 0.0090
O -3.762 1.330 0.804 -0.0175
H -7.584 3.589 -0.310 0.1169
H -5.296 3.260 1.040 0.1066
H -4.922 -0.689 -0.417 0.0886
H -7.041 -0.364 -1.732 0.1163
H -8.621 2.645 -1.892 0.0860
H -3.541 2.223 1.155 0.0327
C 1.561 -4.748 0.610 0.0024
C 2.285 -3.704 -0.012 -0.0091
C 1.977 -3.359 -1.320 -0.3538
C 1.003 -4.093 -1.963 -0.0384
C 0.371 -5.206 -1.445 -0.0052
C 0.684 -5.537 -0.140 -0.3283
O 0.104 -6.611 0.452 0.0280
O 2.637 -2.409 -2.054 -0.0051
H 1.672 -4.949 1.666 0.0933
H 3.124 -3.275 0.522 0.1138
H 0.887 -3.850 -3.015 0.1083
H -0.384 -5.783 -1.961 0.1114
H -0.478 -7.155 -0.110 0.0751
H 3.325 -1.945 -1.535 0.0400
C -0.721 5.719 3.063 -0.0077
C 0.055 6.867 3.040 -0.0074
C 1.188 6.922 3.863 -0.3284
C 1.524 5.849 4.682 -0.0114
C 0.580 4.830 4.845 -0.0220
C -0.516 4.719 4.017 -0.3109
O -1.363 3.657 4.152 0.0038
O 1.945 8.064 3.879 0.0252
H -1.592 5.704 2.421 0.0960
H -0.205 7.675 2.371 0.1149
H 2.417 5.983 5.277 0.1144
H 0.801 3.972 5.469 0.1029
H -2.028 3.606 3.442 0.0581
H 1.883 8.711 3.177 0.0980
C -1.141 5.267 -2.412 0.0055
C -1.180 4.589 -3.642 -0.0081
C -2.218 3.725 -3.873 -0.3453
C -3.142 3.400 -2.863 -0.0360
C -2.902 3.856 -1.574 -0.0170
C -1.884 4.771 -1.350 -0.3405
O -1.618 5.194 -0.089 0.0227
O -2.301 3.096 -5.092 0.0194
H -0.422 6.013 -2.098 0.1179
H -0.373 4.699 -4.353 0.1176
H -3.938 2.676 -2.984 0.1110
H -3.559 3.469 -0.807 0.0941
H -2.022 4.603 0.578 0.0471
H -3.076 2.541 -5.199 0.0948
C 4.982 -0.306 2.218 -0.0625
O 5.898 -0.923 1.312 -0.1956
P 5.820 -0.800 -0.271 0.4317
O 4.463 -0.898 -0.800 -0.2113
O 6.726 0.498 -0.598 -0.2030
C 6.095 1.679 -1.108 -0.0832
O 6.690 -2.038 -0.795 -0.1821
C 8.020 -2.127 -0.271 -0.1076
H 5.372 -0.356 3.232 0.0991
H 3.944 -0.638 2.228 0.0722
H 4.937 0.769 2.033 0.0724
H 5.008 1.714 -1.219 0.0735
H 6.577 1.822 -2.073 0.0972
H 6.227 2.511 -0.414 0.0920
H 8.303 -1.163 0.154 0.0765
H 8.798 -2.483 -0.942 0.0911
H 8.103 -2.762 0.615 0.0896
C 2.998 -0.807 -5.080 -0.1388
O 2.784 -0.534 -6.425 -0.1750
P 2.080 0.870 -6.815 0.4695
O 1.714 1.785 -5.710 -0.2206
O 3.036 1.479 -7.940 -0.2085
C 2.628 2.657 -8.655 -0.0844
O 0.778 0.498 -7.693 -0.2112
C -0.149 -0.477 -7.193 -0.0834
H 4.008 -1.132 -4.811 0.0974
H 2.373 -1.647 -4.756 0.0797
H 2.840 -0.043 -4.313 0.0800
H 2.690 2.404 -9.712 0.0915
H 3.398 3.417 -8.517 0.0888
H 1.668 3.072 -8.359 0.0915
H -0.943 0.209 -6.882 0.0910
H 0.106 -1.060 -6.310 0.0769
H -0.577 -1.120 -7.958 0.0901
C 2.848 -4.191 4.649 -0.0812
O 3.113 -2.813 4.389 -0.1867
C 1.905 -2.042 4.376 -0.1811
C 1.403 -1.575 5.725 -0.2126
O 0.667 -2.602 6.366 -0.1958
C 0.166 -2.155 7.598 -0.1118
H 3.731 -4.822 4.711 0.0899
H 2.371 -4.499 3.707 0.0637
H 2.087 -4.329 5.417 0.0835
H 1.111 -2.500 3.777 0.1260
H 2.211 -1.180 3.780 0.1021
H 0.748 -0.710 5.572 0.0938
H 2.212 -1.213 6.369 0.1282
H -0.451 -2.833 8.179 0.0932
H -0.461 -1.272 7.391 0.0809
H 0.930 -1.649 8.202 0.0873
```

multiplicity = 1
LUMO energy = -2.887 eV
largest force on an atom = 6.9 eV/Å
gap between HOMO and LUMO = 4.38 eV